{"formula": "C32H68NO16", "method": "ωB97M-V/def2-TZVPD", "symbols": ["N", "H", "H", "H", "H", "O", "C", "O", "C", "C", "C", "H", "H", "H", "H", "H", "H", "H", "H", "O", "C", "O", "C", "C", "C", "H", "H", "H", "H", "H", "H", "H", "H", "O", "C", "O", "C", "C", "C", "H", "H", "H", "H", "H", "H", "H", "H", "O", "C", "O", "C", "C", "C", "H", "H", "H", "H", "H", "H", "H", "H", "O", "C", "O", "C", "C", "C", "H", "H", "H", "H", "H", "H", "H", "H", "O", "C", "O", "C", "C", "C", "H", "H", "H", "H", "H", "H", "H", "H", "O", "C", "O", "C", "C", "C", "H", "H", "H", "H", "H", "H", "H", "H", "O", "C", "O", "C", "C", "C", "H", "H", "H", "H", "H", "H", "H", "H"], "positions_angstrom": [[27.7540, 23.8770, 12.7880], [28.4070, 23.1590, 12.3430], [26.8620, 23.6860, 13.0340], [27.9680, 24.6460, 12.2410], [28.0910, 23.9320, 13.7350], [28.8960, 25.5220, 10.1960], [28.7840, 24.7310, 9.3200], [29.7920, 24.1640, 8.6160], [31.1560, 24.3160, 8.9230], [32.0230, 23.7050, 7.9300], [27.3710, 24.5100, 8.6970], [31.3900, 23.8590, 9.8040], [31.4940, 25.2090, 9.2100], [32.0820, 22.6650, 8.1030], [33.0350, 24.1580, 8.2400], [31.7990, 23.7840, 6.7720], [27.0340, 23.5680, 8.3640], [27.2450, 25.1600, 7.8440], [26.5650, 24.7250, 9.2740], [21.1740, 18.6500, 13.4630], [22.4910, 18.5180, 13.5910], [23.3260, 19.5350, 13.7350], [22.8610, 20.8320, 13.5200], [24.1760, 21.6220, 13.9280], [23.0750, 17.0070, 13.5060], [21.8510, 20.9220, 13.9380], [22.6350, 20.9760, 12.4750], [24.6390, 21.1430, 14.9360], [23.9500, 22.5880, 13.8950], [24.9660, 21.5830, 13.1400], [23.1220, 16.5160, 14.4250], [24.0010, 17.1090, 13.3730], [22.4590, 16.4670, 12.7890], [30.5540, 24.3960, 13.6780], [31.6630, 24.2410, 13.3230], [32.4960, 25.1160, 12.5470], [31.9730, 26.4170, 12.2620], [32.8560, 27.1340, 11.2390], [32.3040, 22.8290, 13.3190], [31.7620, 27.1070, 13.0520], [30.9600, 26.0310, 11.7330], [33.0510, 26.6360, 10.4070], [33.8480, 27.1450, 11.6910], [32.6570, 28.1170, 11.0940], [31.6100, 21.9430, 13.7390], [33.1590, 22.7650, 13.8100], [32.4720, 22.5920, 12.1970], [25.4560, 24.1890, 15.1020], [25.1080, 24.6460, 16.2340], [23.8690, 24.8840, 16.7200], [22.7030, 24.7480, 15.9510], [21.5710, 25.1080, 16.8820], [26.2790, 24.8650, 17.2100], [22.6450, 24.0100, 15.2970], [22.5590, 25.4220, 15.1850], [21.4700, 24.3350, 17.7800], [20.5970, 25.2620, 16.2860], [21.7190, 26.0650, 17.2030], [26.1830, 23.9000, 17.8170], [26.1110, 25.6650, 17.9610], [27.2010, 25.0480, 16.7480], [26.2240, 22.2350, 10.7170], [25.2230, 21.5850, 10.4590], [23.9840, 21.9740, 10.1100], [23.6240, 23.3040, 10.3550], [22.1910, 23.6050, 9.7290], [25.4460, 20.1210, 10.3110], [24.3310, 24.0040, 10.0280], [23.5750, 23.7240, 11.4270], [21.4230, 23.0760, 10.0850], [22.2290, 23.3160, 8.7100], [21.7900, 24.5730, 9.4770], [25.0230, 19.7600, 9.3890], [24.9400, 19.5180, 11.1610], [26.4650, 19.8020, 10.5500], [25.8110, 25.9150, 11.5610], [25.0790, 26.8200, 11.8080], [25.0100, 28.0080, 11.2310], [25.5320, 28.1220, 9.8990], [24.7530, 29.3590, 9.2700], [24.3390, 26.7340, 13.2280], [25.2650, 27.0860, 9.4130], [26.6310, 28.2340, 9.5730], [25.0860, 30.1310, 9.8170], [23.6560, 29.1430, 8.9880], [25.0440, 29.3300, 8.0650], [24.8470, 27.2390, 14.1310], [24.1410, 25.7570, 13.6490], [23.4860, 27.3800, 13.2690], [28.1370, 26.2260, 14.6240], [29.1360, 27.0120, 14.7090], [29.4370, 28.0390, 13.7900], [28.4860, 28.3960, 12.7490], [29.2770, 29.2430, 11.8310], [30.0590, 27.0520, 15.8700], [27.7850, 29.0210, 13.2800], [28.2490, 27.4610, 12.2350], [28.7320, 29.6160, 11.0230], [30.0380, 28.7370, 11.1870], [29.5140, 30.1910, 12.3440], [31.0060, 26.3700, 15.6850], [29.6150, 26.8530, 16.7680], [30.4170, 28.0360, 16.0660], [27.3940, 21.4740, 14.3000], [27.6500, 20.8310, 15.3350], [27.5640, 19.5570, 15.5350], [26.9850, 18.7330, 14.5290], [26.8620, 17.2690, 15.1070], [28.0690, 21.4600, 16.6430], [27.4030, 18.6820, 13.5920], [26.0180, 19.2130, 14.3840], [27.8310, 17.0520, 15.2770], [26.2830, 16.5840, 14.2490], [26.3610, 17.1700, 16.2410], [28.3720, 22.3170, 16.0890], [28.9390, 21.0800, 17.0860], [27.3180, 21.7310, 17.2760]], "mulliken_charge": [1.76, 0.27, -0.34, -0.52, -0.03, -0.49, 0.69, -0.30, -0.18, -1.23, -1.13, 0.23, 0.40, 0.34, 0.30, 0.29, 0.48, 0.47, -0.09, -0.62, 0.71, -0.08, -0.74, -0.11, -1.15, 0.50, 0.31, 0.02, 0.14, -0.15, 0.40, 0.25, 0.32, -0.34, 0.62, -0.36, 0.85, -1.93, -1.12, 0.25, -0.21, 0.45, 0.44, 0.51, 0.17, 0.45, 0.27, 0.15, 0.54, -0.35, -0.47, -1.41, -1.00, 0.66, 0.38, 0.27, 0.35, 0.42, 0.24, 0.39, 0.03, -0.52, 0.95, -0.34, 0.97, -1.70, -0.98, -0.22, -0.17, 0.48, 0.44, 0.40, 0.43, -0.03, 0.30, 0.07, 0.43, -0.30, 0.06, -1.36, -0.77, 0.14, 0.20, 0.45, 0.31, 0.32, 0.35, -0.48, 0.65, -0.09, 0.57, -0.32, 0.72, -1.46, -1.57, 0.31, -0.36, 0.50, 0.15, 0.38, 0.17, 0.51, 0.41, -0.42, 0.67, -0.29, 0.41, -1.30, -1.00, 0.35, -0.26, 0.54, 0.26, 0.24, 0.07, 0.38, 0.33], "total_charge": 1, "gap_ev": 9.88, "e_above_lowest_kj_mol": 187.2, "energy_ha": -2518.10890, "homo_ha": -0.428, "e_lumo_ha": -0.0652}

{"formula": "C32H69ClNO12P2", "method": "ωB97M-V/def2-TZVPD", "symbols": ["C", "C", "C", "C", "P", "C", "C", "C", "C", "C", "C", "C", "C", "C", "O", "C", "N", "O", "C", "C", "P", "O", "Cl", "O", "H", "H", "H", "H", "H", "H", "H", "H", "H", "H", "H", "H", "H", "H", "H", "H", "H", "H", "H", "H", "H", "H", "H", "H", "H", "H", "H", "H", "H", "C", "O", "C", "C", "O", "C", "H", "H", "H", "H", "H", "H", "H", "H", "H", "H", "C", "O", "C", "C", "O", "C", "H", "H", "H", "H", "H", "H", "H", "H", "H", "H", "C", "O", "C", "C", "O", "C", "H", "H", "H", "H", "H", "H", "H", "H", "H", "H", "C", "O", "C", "C", "O", "C", "H", "H", "H", "H", "H", "H", "H", "H", "H", "H"], "positions_angstrom": [[1.2476, 1.8978, 1.9483], [1.2321, 2.9797, 0.7942], [1.5854, 2.3750, -0.6607], [0.5187, 2.8696, -1.7218], [1.1915, 3.2986, -3.4395], [-0.2123, 2.3353, -4.4281], [-1.6393, 2.8158, -4.0476], [-2.2074, 4.1093, -4.4618], [-3.5481, 4.5227, -4.0262], [-4.3732, 3.6644, -3.1649], [-3.8675, 2.3551, -2.7709], [-2.5148, 1.9638, -3.2226], [2.5756, 4.4951, -2.8836], [2.2098, 5.4782, -1.7023], [0.8985, 6.0326, -1.7581], [3.3070, 6.6780, -1.7581], [2.7574, 7.9657, -2.2127], [1.8036, 3.6578, -5.0765], [2.9119, 2.8205, -5.4213], [2.7146, 1.4273, -4.6548], [4.2706, 0.5200, -4.0826], [3.6146, -0.7819, -3.2029], [5.3042, 1.6916, -2.6707], [2.1529, 1.8260, -3.3684], [1.7247, 0.9423, 1.5865], [1.8881, 2.3097, 2.7816], [0.2066, 1.7439, 2.3542], [0.3070, 3.6054, 0.7484], [2.0768, 3.6997, 1.0192], [1.5005, 1.2570, -0.5302], [2.6495, 2.5764, -0.9325], [-0.1902, 2.0011, -1.8754], [-0.1383, 3.7029, -1.3385], [0.3238, 4.4427, -3.6983], [-0.0619, 2.5013, -5.5305], [-0.1237, 1.2220, -4.2689], [-1.5928, 4.7715, -5.1091], [-3.9228, 5.5174, -4.3729], [-5.3734, 4.0044, -2.8158], [-4.4297, 1.6308, -2.1266], [-2.1012, 0.9715, -2.9305], [3.4350, 3.8619, -2.5176], [2.9501, 5.0955, -3.7504], [2.3615, 5.0007, -0.7016], [0.7191, 6.4411, -2.6194], [4.1321, 6.3902, -2.4698], [3.7171, 6.8252, -0.7243], [2.4818, 7.9572, -3.1922], [2.0263, 8.3194, -1.6013], [3.8451, 3.3475, -5.0630], [2.9191, 2.6582, -6.5399], [2.0260, 0.7109, -5.1950], [2.6527, -0.6295, -3.0876], [-4.1080, -4.3752, -0.6197], [-5.3444, -3.7662, -0.9558], [-5.5187, -2.5018, -0.3257], [-5.2526, -1.3588, -1.2913], [-3.8807, -1.3037, -1.6618], [-3.6511, -1.8444, -2.9485], [-3.9503, -5.2179, -1.2934], [-3.2709, -3.6808, -0.7290], [-4.1428, -4.7496, 0.4090], [-4.8835, -2.4170, 0.5619], [-6.5623, -2.4499, 0.0017], [-5.4855, -0.4134, -0.7897], [-5.8933, -1.4368, -2.1759], [-4.0256, -1.1507, -3.7087], [-4.1250, -2.8219, -3.0721], [-2.5740, -1.9594, -3.0751], [-5.2831, 0.9710, 3.8102], [-4.8310, 2.2398, 4.2521], [-3.4850, 2.2086, 4.7154], [-2.5273, 2.7725, 3.6787], [-2.4525, 1.9328, 2.5346], [-3.2106, 2.4327, 1.4405], [-6.2248, 1.1121, 3.2786], [-4.5675, 0.4993, 3.1315], [-5.4602, 0.3162, 4.6707], [-3.1940, 1.1926, 5.0015], [-3.4421, 2.8356, 5.6121], [-1.5223, 2.8111, 4.1120], [-2.8117, 3.7918, 3.3977], [-2.7027, 3.2978, 1.0027], [-4.2239, 2.7126, 1.7409], [-3.2762, 1.6481, 0.6858], [2.2964, -2.1292, 0.3364], [2.8576, -1.5759, 1.5146], [2.4692, -2.2780, 2.6863], [3.5810, -3.1898, 3.1777], [3.8138, -4.2621, 2.2672], [4.9643, -4.0449, 1.4633], [2.8014, -1.6834, -0.5212], [2.4275, -3.2141, 0.2922], [1.2299, -1.8853, 0.2819], [1.5466, -2.8431, 2.5163], [2.2651, -1.5265, 3.4561], [3.2736, -3.6393, 4.1277], [4.5005, -2.6230, 3.3561], [5.8696, -4.1811, 2.0650], [4.9658, -3.0480, 1.0168], [4.9622, -4.7846, 0.6620], [1.7730, -9.6759, 4.0150], [2.8698, -8.7814, 4.0920], [2.6555, -7.5875, 3.3425], [2.2764, -6.4268, 4.2449], [0.9929, -6.6263, 4.8351], [1.0765, -7.0558, 6.1835], [1.9122, -10.4504, 4.7701], [0.8227, -9.1701, 4.2063], [1.7447, -10.1493, 3.0276], [1.8970, -7.7430, 2.5689], [3.5998, -7.3499, 2.8442], [2.2112, -5.5202, 3.6403], [3.0390, -6.2642, 5.0142], [1.3873, -6.2212, 6.8216], [1.7738, -7.8892, 6.3027], [0.0847, -7.3848, 6.4965]], "mulliken_charge": [-0.61, -0.39, 0.04, -1.12, 1.91, -1.27, 0.51, -0.29, -0.60, -0.48, -0.30, -0.22, -1.49, 1.16, -0.61, -0.83, -0.62, -0.73, -0.75, -0.15, 0.09, -0.44, -0.25, 0.00, 0.09, 0.32, -0.06, 0.43, 0.15, 0.14, 0.13, 0.28, 0.46, -0.29, 0.39, 0.11, 0.36, 0.30, 0.33, 0.22, 0.24, 0.11, 0.58, -0.56, 0.40, 0.30, 0.37, 0.25, 0.27, 0.20, 0.31, 0.28, 0.33, -0.67, -0.39, -0.66, -0.56, -0.03, -0.98, 0.24, 0.28, 0.32, 0.34, 0.40, 0.34, 0.41, 0.34, 0.46, 0.20, -0.70, -0.38, -0.62, -0.48, -0.28, -0.75, 0.25, 0.28, 0.35, 0.31, 0.40, 0.37, 0.38, 0.34, 0.38, 0.15, -0.76, -0.32, -0.57, -0.70, -0.25, -0.85, 0.17, 0.43, 0.33, 0.35, 0.42, 0.39, 0.48, 0.32, 0.33, 0.25, -0.74, -0.38, -0.51, 0.28, -0.42, -0.76, 0.24, 0.32, 0.32, 0.36, 0.26, -0.21, 0.31, 0.33, 0.32, 0.25], "total_charge": -1, "gap_ev": 6.44, "energy_ha": -3360.99489, "homo_ha": -0.162, "e_lumo_ha": 0.0744}